Version a
{"formula": "C3H5BrO", "method": "wB97M-V/def2-TZVPD", "orbital_gap_ha": 0.388, "smiles": "C[C@H](Br)C=O", "species": ["C", "C", "Br", "C", "O", "H", "H", "H", "H", "H"], "xyz": [[-0.2898, -0.5299, 0.5684], [0.6070, 0.2399, -0.4199], [2.4961, 0.0293, 0.0523], [0.2800, 1.6956, -0.2598], [-0.6121, 2.1413, 0.4016], [-0.5484, -0.0622, 1.5338], [-0.0154, -1.5914, 0.7395], [-1.3320, -0.7382, 0.1966], [0.6328, 0.0281, -1.4041], [0.8661, 2.4967, -0.6945]], "nbo_charge": [-0.66, -0.32, 0.00, 0.40, -0.50, 0.25, 0.23, 0.23, 0.23, 0.13]}


Version b
{"formula": "C3H5BrO", "method": "wB97M-V/def2-TZVPD", "orbital_gap_ha": 0.330, "smiles": "O=C=CBr.C", "species": ["O", "C", "C", "Br", "H", "C", "H", "H", "H", "H"], "xyz": [[0.4714, 0.0756, 2.9697], [0.0814, -0.5132, 2.0515], [-0.3493, -1.1668, 1.0204], [0.2797, -2.9333, 0.6735], [-1.0734, -0.7912, 0.3265], [0.1176, 1.0617, -1.4068], [0.3939, 1.9333, -1.9866], [-0.9535, 0.9229, -1.4772], [0.4048, 1.2217, -0.3745], [0.6275, 0.1892, -1.7965]], "nbo_charge": [-0.42, 0.69, -0.63, 0.09, 0.27, -0.85, 0.22, 0.21, 0.21, 0.22]}


From most stable to least stable, the computed energies give version a, version b.